# 1
Here is C27H78AlF4N14O15P4S4 as an isolated structure from the Open Molecules 2025 dataset. Energies are from ωB97M-V/def2-TZVPD.

Values from the calculation:
⟨S²⟩ = 1.777
Frontier orbital gap (alpha / beta) = 0.12306 / 0.10920 Ha
Total charge = +2
Multiplicity = 2
F_max = 0.195 Eh/bohr
E_HOMO (alpha / beta) = -11.7 / -11.7 eV

XYZ file:
```
147
C27H78AlF4N14O15P4S4, DFT ωB97M-V/def2-TZVPD
Al -1.817 4.432 2.638
N -2.022 2.244 0.781
S -2.129 1.953 -0.686
O -3.434 1.596 -1.159
O -0.987 1.650 -1.507
F -2.212 3.558 -0.771
S -1.394 0.656 1.060
O 0.022 0.583 1.363
O -1.953 -0.516 0.358
F -2.138 0.388 2.433
N -0.937 3.029 4.966
S 0.647 2.314 5.029
O 0.829 0.931 5.500
O 1.727 3.241 5.155
F 0.571 2.052 3.420
S -1.256 2.534 6.354
O -0.477 3.121 7.428
O -1.863 1.198 6.548
F -2.591 3.472 6.446
O -2.481 -5.301 6.260
P -2.570 -4.489 5.040
N -3.907 -3.428 4.950
C -4.182 -2.688 3.746
C -4.266 -2.726 6.146
N -2.826 -5.387 3.639
C -1.800 -6.252 3.165
C -4.081 -6.050 3.393
N -1.226 -3.485 4.642
C -0.931 -3.067 3.314
C -0.432 -2.872 5.676
H -5.184 -2.276 3.867
H -4.098 -3.303 2.850
H -3.464 -1.871 3.673
H -3.836 -3.083 7.083
H -5.351 -2.675 6.236
H -3.771 -1.755 6.130
H -0.891 -5.758 2.823
H -1.652 -7.117 3.811
H -2.246 -6.740 2.298
H -4.892 -5.481 3.848
H -4.368 -6.291 2.370
H -3.975 -7.070 3.763
H -0.093 -3.619 2.887
H -1.744 -3.233 2.608
H -0.735 -1.998 3.235
H -0.614 -3.212 6.695
H -0.531 -1.787 5.714
H 0.633 -3.101 5.652
O 3.956 -2.088 -0.552
P 3.404 -3.483 -0.325
N 3.572 -4.104 1.288
C 2.899 -5.280 1.758
C 4.789 -3.744 2.124
N 4.177 -4.696 -1.254
C 3.864 -4.783 -2.714
C 5.577 -5.124 -0.943
N 1.736 -3.529 -0.758
C 1.106 -4.888 -1.073
C 0.800 -2.326 -0.513
H 1.988 -5.409 1.172
H 2.524 -5.105 2.767
H 3.456 -6.209 1.642
H 5.270 -4.647 2.500
H 4.396 -3.349 3.061
H 5.441 -3.018 1.637
H 3.951 -5.844 -2.945
H 2.839 -4.501 -2.957
H 4.416 -4.141 -3.401
H 6.244 -5.041 -1.801
H 6.000 -4.490 -0.164
H 5.578 -6.149 -0.573
H 1.935 -5.578 -1.235
H 0.309 -5.174 -0.387
H 0.685 -4.707 -2.062
H 1.346 -1.388 -0.414
H 0.468 -2.392 0.523
H -0.051 -2.278 -1.192
O -2.835 3.204 -6.991
P -1.458 2.724 -7.273
N -0.444 2.681 -5.918
C 1.007 2.499 -5.946
C -1.100 2.176 -4.682
N -0.463 3.531 -8.404
C -0.677 3.346 -9.840
C 0.210 4.784 -8.154
N -1.517 1.147 -7.845
C -2.700 0.700 -8.663
C -0.430 0.192 -7.686
H 1.355 2.411 -6.976
H 1.348 1.531 -5.580
H 1.546 3.309 -5.455
H -0.514 1.474 -4.089
H -2.031 1.628 -4.825
H -1.249 3.100 -4.123
H -0.603 2.292 -10.105
H -1.660 3.803 -9.955
H -0.057 3.995 -10.459
H -0.473 5.626 -8.269
H 0.509 4.921 -7.114
H 1.068 4.909 -8.814
H -2.937 -0.348 -8.476
H -3.622 1.244 -8.458
H -2.483 0.631 -9.729
H -0.394 0.018 -6.611
H 0.527 0.592 -8.022
H -0.772 -0.800 -7.982
O 0.903 4.051 1.162
P 2.266 4.026 0.508
N 2.870 2.462 -0.011
C 3.335 1.403 0.987
C 2.188 1.729 -0.996
N 3.591 4.592 1.477
C 4.822 5.013 0.841
C 3.567 4.339 2.947
N 2.353 4.928 -0.997
C 3.393 4.763 -1.965
C 1.229 5.769 -1.482
H 4.026 1.887 1.677
H 3.870 0.601 0.478
H 2.475 1.096 1.581
H 1.870 2.423 -1.774
H 1.394 1.083 -0.621
H 3.011 1.208 -1.486
H 5.597 5.215 1.580
H 5.132 4.402 -0.007
H 4.644 6.018 0.459
H 4.545 3.923 3.190
H 3.277 5.084 3.687
H 2.815 3.576 3.149
H 3.177 4.636 -3.026
H 3.986 5.678 -1.949
H 3.956 3.861 -1.727
H 1.500 6.483 -2.260
H 0.887 6.428 -0.684
H 0.379 5.154 -1.777
C -5.053 1.513 5.598
O -5.714 1.403 4.385
C -5.204 2.031 3.324
O -4.277 2.851 3.366
O -5.869 1.494 2.180
C -5.403 1.956 0.906
H -4.139 0.920 5.557
H -5.800 1.206 6.329
H -4.804 2.489 6.014
H -5.050 1.052 0.409
H -4.522 2.582 1.041
H -6.125 2.494 0.292
```



# 2
Here is a 10-piece molecular cluster, C27H78BrN12O9 overall from the Open Molecules 2025 dataset. Energies are from ωB97M-V/def2-TZVPD.

Values from the calculation:
Frontier orbital gap = 0.32345 Ha
Total charge = -1
F_max = 0.110 Eh/bohr
E_HOMO = -6.5 eV

XYZ file:
```
127
C27H78BrN12O9, DFT ωB97M-V/def2-TZVPD
Br 20.698 -23.374 -21.199
C 18.032 -28.863 -23.230
O 17.852 -30.049 -23.421
N 18.124 -27.978 -24.121
N 17.987 -28.282 -22.034
H 18.259 -28.333 -25.057
H 17.996 -27.050 -23.742
H 17.707 -28.946 -21.327
H 18.090 -27.295 -21.842
C 21.846 -22.497 -17.317
O 22.263 -22.320 -16.211
N 21.546 -23.663 -17.789
N 21.678 -21.550 -18.177
H 21.071 -23.656 -18.680
H 21.660 -24.437 -17.150
H 21.310 -21.916 -19.044
H 21.922 -20.596 -17.954
C 22.483 -18.729 -21.006
O 21.640 -18.408 -20.181
N 22.340 -19.715 -21.852
N 23.646 -18.144 -21.255
H 21.682 -20.424 -21.563
H 23.163 -19.979 -22.375
H 24.168 -18.333 -22.099
H 23.769 -17.336 -20.662
C 19.552 -25.957 -18.455
C 20.702 -26.945 -18.850
C 20.464 -28.505 -18.576
O 20.286 -28.633 -17.215
C 19.966 -29.959 -16.831
N 20.977 -26.715 -20.272
H 19.488 -26.156 -17.385
H 18.612 -26.282 -18.899
H 19.613 -24.895 -18.693
H 21.573 -26.567 -18.316
H 21.250 -29.139 -18.986
H 19.540 -28.860 -19.032
H 20.749 -30.674 -17.085
H 19.009 -30.192 -17.298
H 19.899 -29.914 -15.744
H 21.359 -25.792 -20.423
H 20.099 -26.722 -20.772
C 18.212 -21.108 -17.526
C 17.573 -20.823 -18.916
C 18.276 -19.622 -19.593
O 17.815 -19.583 -20.934
C 18.727 -18.867 -21.739
N 17.563 -21.983 -19.777
H 17.427 -21.617 -16.967
H 18.449 -20.178 -17.010
H 19.173 -21.620 -17.571
H 16.505 -20.615 -18.852
H 19.354 -19.742 -19.482
H 17.954 -18.734 -19.049
H 19.464 -19.607 -22.050
H 19.278 -18.041 -21.289
H 18.221 -18.626 -22.673
H 18.529 -22.248 -19.908
H 17.358 -21.569 -20.675
C 15.775 -25.554 -22.999
C 16.655 -25.059 -21.924
C 16.256 -25.589 -20.566
O 14.925 -25.179 -20.218
C 14.214 -26.077 -19.385
N 18.012 -25.308 -22.231
H 14.747 -25.225 -22.846
H 15.800 -26.643 -22.947
H 16.086 -25.126 -23.952
H 16.557 -23.974 -21.959
H 16.998 -25.097 -19.936
H 16.484 -26.651 -20.481
H 13.224 -25.652 -19.219
H 14.607 -26.131 -18.370
H 14.124 -27.043 -19.882
H 18.575 -24.862 -21.520
H 18.202 -24.768 -23.063
C 24.678 -21.786 -20.482
C 24.712 -22.754 -21.682
C 24.368 -24.192 -21.292
O 25.448 -24.743 -20.527
C 24.956 -25.853 -19.780
N 23.776 -22.259 -22.694
H 25.287 -22.013 -19.607
H 23.641 -21.723 -20.153
H 25.006 -20.819 -20.863
H 25.693 -22.842 -22.149
H 24.246 -24.889 -22.121
H 23.421 -24.193 -20.752
H 24.305 -25.527 -18.969
H 25.837 -26.310 -19.330
H 24.394 -26.475 -20.477
H 23.745 -23.043 -23.330
H 22.874 -22.344 -22.249
C 17.792 -21.841 -24.088
C 18.973 -22.386 -24.918
C 20.286 -21.554 -24.932
O 21.141 -22.201 -25.801
C 22.352 -21.488 -25.966
N 19.256 -23.714 -24.444
H 17.860 -20.757 -24.187
H 17.987 -22.082 -23.043
H 16.819 -22.246 -24.366
H 18.593 -22.585 -25.920
H 20.681 -21.512 -23.917
H 19.957 -20.580 -25.295
H 22.874 -21.230 -25.045
H 22.203 -20.555 -26.510
H 23.093 -22.047 -26.538
H 19.508 -23.550 -23.479
H 20.165 -23.795 -24.878
C 21.451 -29.678 -22.695
C 22.803 -28.992 -22.937
C 22.566 -27.698 -23.669
O 23.870 -27.096 -23.846
C 23.824 -25.852 -24.533
N 23.405 -28.842 -21.539
H 21.049 -29.995 -23.657
H 20.757 -28.976 -22.232
H 21.421 -30.529 -22.014
H 23.355 -29.683 -23.574
H 21.938 -26.968 -23.160
H 22.187 -27.878 -24.675
H 23.288 -25.019 -24.078
H 23.231 -26.065 -25.423
H 24.800 -25.531 -24.896
H 22.788 -28.318 -20.935
H 24.291 -28.379 -21.682
```



# 3
Here is C27H79BrCuN12O5P4 as an isolated structure from the Open Molecules 2025 dataset. Energies are from ωB97M-V/def2-TZVPD.

Values from the calculation:
⟨S²⟩ = 2.009
Frontier orbital gap (alpha / beta) = 0.06018 / 0.23695 Ha
Total charge = -1
Multiplicity = 3
F_max = 0.078 Eh/bohr
E_HOMO (alpha / beta) = 0.8 / -5.4 eV

XYZ file:
```
129
C27H79BrCuN12O5P4, DFT ωB97M-V/def2-TZVPD
Cu -0.585 -1.108 -0.218
Br -1.866 -3.130 1.251
C -3.045 -2.150 -4.039
C -1.717 -2.546 -3.278
C -0.529 -2.825 -4.252
O -1.394 -1.628 -2.249
H -4.007 -2.373 -3.577
H -2.969 -2.699 -4.977
H -3.056 -1.101 -4.337
H -2.029 -3.501 -2.857
H -0.488 -3.855 -4.607
H 0.457 -2.733 -3.797
H -0.589 -2.115 -5.077
O 0.565 0.979 -1.008
P 0.906 2.166 -1.875
N -0.426 3.106 -2.445
C -0.260 4.413 -3.127
C -1.797 2.462 -2.610
N 1.787 1.800 -3.300
C 2.190 2.873 -4.139
C 1.437 0.546 -3.997
N 1.769 3.396 -1.096
C 1.154 4.267 -0.120
C 3.212 3.086 -0.763
H 0.648 4.978 -2.914
H -1.046 5.088 -2.790
H -0.360 4.265 -4.202
H -1.756 1.498 -3.119
H -2.559 3.115 -3.035
H -2.190 2.234 -1.620
H 1.366 3.070 -4.825
H 2.482 3.781 -3.611
H 2.946 2.626 -4.883
H 1.374 -0.286 -3.296
H 0.447 0.666 -4.439
H 2.107 0.272 -4.812
H 1.339 3.840 0.865
H 1.582 5.269 -0.170
H 0.116 4.466 -0.384
H 3.593 3.966 -0.246
H 3.744 2.917 -1.699
H 3.320 2.215 -0.116
O -2.119 0.571 0.510
P -3.525 0.976 0.680
N -4.248 0.653 2.178
C -3.810 -0.407 3.062
C -5.599 1.146 2.456
N -4.689 0.134 -0.297
C -5.116 -1.171 0.053
C -4.731 0.231 -1.773
N -3.790 2.674 0.315
C -2.872 3.712 0.615
C -5.021 3.187 -0.378
H -4.489 -1.259 3.020
H -3.879 -0.018 4.078
H -2.826 -0.839 2.879
H -5.898 1.147 3.505
H -6.291 0.626 1.793
H -5.590 2.215 2.247
H -4.432 -1.958 -0.264
H -5.266 -1.337 1.120
H -6.089 -1.381 -0.390
H -3.926 -0.445 -2.061
H -5.687 -0.047 -2.217
H -4.424 1.231 -2.078
H -3.293 4.662 0.286
H -2.719 3.795 1.691
H -1.916 3.444 0.165
H -5.619 3.855 0.242
H -5.749 2.420 -0.644
H -4.695 3.704 -1.280
O 1.338 -2.011 -0.606
P 2.540 -2.836 -0.881
N 3.492 -3.214 0.514
C 2.904 -2.960 1.840
C 4.933 -3.799 0.479
N 3.685 -2.110 -1.933
C 3.496 -2.095 -3.362
C 4.347 -0.901 -1.395
N 2.187 -4.406 -1.574
C 3.336 -5.403 -1.763
C 0.770 -4.951 -1.535
H 2.818 -1.886 2.001
H 3.658 -3.279 2.560
H 1.934 -3.435 1.990
H 4.949 -4.627 1.188
H 5.740 -3.071 0.568
H 5.276 -4.058 -0.523
H 2.462 -2.248 -3.670
H 3.831 -1.171 -3.833
H 4.066 -2.913 -3.802
H 5.436 -0.890 -1.437
H 3.985 0.043 -1.803
H 4.114 -0.828 -0.333
H 3.808 -5.783 -0.857
H 2.992 -6.273 -2.324
H 4.151 -5.033 -2.385
H 0.429 -5.243 -2.528
H 0.209 -4.178 -1.011
H 0.851 -5.879 -0.968
O 0.295 -0.290 2.029
P 0.691 0.140 3.424
N -0.111 1.638 4.072
C 0.187 2.288 5.317
C -0.498 2.553 2.972
N 2.390 0.394 3.562
C 3.079 0.401 4.857
C 3.294 0.859 2.395
N 0.278 -1.030 4.633
C 1.034 -2.283 4.564
C -1.078 -1.094 5.205
H -0.426 3.156 5.559
H 1.220 2.632 5.361
H 0.091 1.527 6.092
H -0.687 2.140 1.981
H 0.438 3.075 2.774
H -1.284 3.243 3.282
H 3.138 1.434 5.199
H 2.422 -0.017 5.619
H 4.114 0.060 4.815
H 4.352 0.783 2.647
H 3.149 0.148 1.581
H 2.990 1.846 2.045
H 0.863 -2.712 3.577
H 2.096 -2.038 4.531
H 0.817 -2.921 5.421
H -1.008 -0.912 6.278
H -1.443 -2.112 5.069
H -1.707 -0.302 4.799
```